Density functional theory data (ωB97M-V/def2-TZVPD) for C4H2O2 in the gas phase.

As for the electronic energy: -8270.824 eV. The calculation puts the HOMO-LUMO gap at 10.13 eV. As for the energy relative to the best compared isomer or geometry (same formula, charge and spin): 39.3 kcal/mol. Its structure (SMILES) is O=CC#CC=O. The calculation puts the HOMO energy at -10.7093 eV.

Each atom is followed by the atoms it is bonded to, with distances in Å.
Cartesian coordinates (Å):
1 O -1.59 0.36 0.94  C2 1.210
2 C -1.55 -0.33 -0.05  O1 1.210, C3 1.444, H7 1.094
3 C -0.31 -0.48 -0.77  C2 1.444, C4 1.232
4 C 0.87 -0.50 -1.11  C3 1.232, C5 1.526
5 C 1.49 0.39 -0.04  C4 1.526, O6 1.195, H8 1.100
6 O 1.75 0.03 1.07  C5 1.195
7 H -2.41 -0.87 -0.47  C2 1.094
8 H 1.58 1.43 -0.40  C5 1.100

Quick look at the natural (NBO) charges, all values in e: atom 1 (O): -0.454, atom 2 (C): 0.337, atom 3 (C): -0.004, atom 4 (C): -0.083, atom 5 (C): 0.398, atom 6 (O): -0.493, atom 7 (H): 0.150, atom 8 (H): 0.149